83
Properties=species:S:1:pos:R:3:forces:R:3 method="wB97M-V/def2-TZVPD" lumo_energy_ev="1.92 / 1.92" spin_multiplicity=7 e_above_lowest_ev=0.000 energy_ha=-3479.25864 orbital_gap_ev="4.7 / 4.7" homo_ev="-2.8265 / -2.7932" total_charge=-1
P 0.84327 0.63555 -0.57966 2.234 4.372 -1.650
C 2.33493 1.06827 0.44263 0.243 0.320 -0.191
C 3.47350 1.84787 -0.23875 0.052 -0.068 0.242
C 4.68685 1.92751 0.70282 -0.084 0.088 -0.046
C 4.32063 2.55627 2.05283 -0.026 -0.115 -0.011
C 3.15386 1.80880 2.71011 -0.021 0.104 -0.164
C 1.94590 1.74846 1.76638 0.116 -0.071 0.077
C -0.21129 2.13688 -0.84451 0.370 0.363 -0.173
C 0.52799 3.38649 -1.34920 -0.345 0.059 -0.005
C -0.48053 4.48087 -1.73309 0.092 0.001 0.094
C -1.41212 4.81852 -0.56151 -0.010 -0.112 -0.064
C -2.12331 3.56247 -0.04146 0.150 0.026 0.024
C -1.11738 2.47311 0.35003 -0.030 0.015 -0.178
C 1.54671 0.31705 -2.27408 0.314 0.456 -0.025
C 2.51538 -0.87843 -2.23022 -0.140 0.057 -0.133
C 3.16638 -1.11420 -3.59830 -0.067 -0.027 0.055
C 2.11050 -1.29977 -4.69501 0.031 0.098 0.059
C 1.13505 -0.11837 -4.72661 -0.034 -0.068 0.088
C 0.47638 0.10586 -3.35817 0.226 0.042 0.001
H 2.71445 0.06737 0.69513 0.003 0.234 -0.008
H 3.14189 2.86118 -0.49686 0.049 -0.083 0.032
H 3.77638 1.36056 -1.17087 -0.018 0.079 0.068
H 5.49138 2.49750 0.22203 -0.040 -0.050 0.066
H 5.06893 0.91095 0.86966 -0.044 0.094 -0.004
H 5.19367 2.56280 2.71647 -0.062 0.010 -0.068
H 4.03198 3.60595 1.89593 0.018 -0.105 0.004
H 3.46369 0.78415 2.95630 -0.034 0.099 -0.031
H 2.86981 2.29621 3.65086 0.039 -0.057 -0.100
H 1.11730 1.21299 2.24077 0.081 0.072 -0.133
H 1.59735 2.77008 1.56549 0.065 -0.035 0.008
H -0.88648 1.78480 -1.63660 0.060 0.076 0.050
H -1.08114 4.12763 -2.58325 0.048 0.027 0.089
H 1.16434 3.14639 -2.20891 -0.051 0.032 0.066
H 1.18697 3.76657 -0.55809 -0.076 -0.017 -0.050
H 0.05325 5.37841 -2.06935 -0.073 -0.050 0.018
H -2.14446 5.57528 -0.86776 0.071 -0.054 0.026
H -0.81908 5.26066 0.25257 -0.052 -0.059 -0.083
H -2.75619 3.80951 0.81949 0.073 -0.040 -0.102
H -2.78570 3.16545 -0.82318 0.055 0.041 0.060
H -1.64299 1.57016 0.66294 0.110 0.196 0.056
H -0.51997 2.81853 1.20124 -0.070 -0.067 -0.046
H 2.11831 1.21749 -2.53982 0.084 -0.106 -0.218
H 3.27702 -0.73544 -1.45701 -0.071 -0.051 -0.103
H 1.95792 -1.77475 -1.92681 0.083 0.049 -0.050
H 3.80231 -0.25268 -3.84888 -0.072 -0.065 0.012
H 3.82500 -1.98996 -3.54799 -0.075 0.092 -0.029
H 1.54593 -2.22115 -4.50007 0.048 0.060 0.012
H 2.59308 -1.42431 -5.67206 -0.048 0.011 0.091
H 0.36013 -0.28376 -5.48477 0.090 0.008 0.055
H 1.67735 0.79280 -5.01867 -0.042 -0.094 0.036
H -0.19105 0.97144 -3.41332 0.037 -0.105 0.015
H -0.15294 -0.75182 -3.09327 0.043 0.067 -0.044
Tb -0.29741 -1.29952 0.20913 -0.214 -6.426 -4.364
Cl -2.18230 -0.58701 -1.10593 -2.381 0.964 -2.296
Cl 1.78795 -2.19683 1.02626 2.882 -1.680 0.475
C -0.61578 -0.68249 1.91846 -2.113 3.568 7.427
H 0.27440 -0.69501 2.56867 -0.327 -0.266 -0.079
C -1.78652 -0.19590 2.63903 1.142 -0.229 0.188
C -3.02320 0.12331 2.04245 -0.315 0.045 0.356
C -4.07776 0.59454 2.81374 0.304 -0.133 0.240
C -3.93246 0.74889 4.19640 -0.232 0.090 0.061
C -2.71637 0.43466 4.80645 0.108 -0.069 -0.395
C -1.65516 -0.02735 4.03479 -0.822 0.320 0.468
H -3.12663 0.00345 0.96870 -0.156 0.040 0.273
H -5.02289 0.84088 2.33762 0.046 -0.002 0.038
H -2.59706 0.55292 5.87985 -0.030 0.015 -0.038
H -0.70342 -0.26897 4.50196 -0.107 0.020 -0.059
H -4.76327 1.11314 4.79449 0.057 -0.024 -0.050
N -3.80950 -7.73682 1.48768 0.172 0.006 1.661
C -3.59099 -7.03920 0.34374 -0.482 -0.826 -1.265
O -3.94356 -7.53667 -0.71642 0.033 0.140 -0.027
C -2.91801 -5.70081 0.32960 0.537 0.969 0.734
C -2.52094 -5.04004 1.50914 0.027 -0.031 -0.857
C -1.86343 -3.81257 1.43067 -0.374 -0.583 -1.653
N -1.60849 -3.23723 0.22640 -0.955 -2.060 0.064
C -1.96949 -3.84982 -0.93270 -0.422 -0.907 2.078
C -2.63733 -5.07674 -0.90243 0.132 -0.020 0.276
H -4.26511 -8.66078 1.44722 0.510 1.112 -0.255
H -3.52684 -7.39387 2.41305 -0.255 -0.282 -0.934
H -2.68846 -5.45285 2.49089 -0.092 -0.128 0.097
H -1.53220 -3.32520 2.33798 0.095 0.435 -0.253
H -1.72136 -3.39470 -1.88221 0.016 0.341 0.208
H -2.90756 -5.54559 -1.84026 -0.085 -0.147 0.187

***

16
Properties=species:S:1:pos:R:3:forces:R:3 method="wB97M-V/def2-TZVPD" lumo_energy_ev=0.75 e_above_lowest_ev=1.015 energy_ha=-363.04823 orbital_gap_ev=10.1 smiles="NCCCC(=O)O" homo_ev=-9.3740 total_charge=0
N 1.36016 -1.35812 0.10513 -0.301 -1.336 -0.012
C 0.67173 -0.86069 -1.08485 -0.374 0.654 -0.596
C 0.26047 0.60355 -1.07010 -0.113 1.164 -0.385
C -0.93432 1.00238 -0.18527 0.889 -1.924 1.143
C -0.60582 0.66209 1.26721 -0.079 2.081 -0.220
O 0.32100 1.15667 1.87039 0.097 -0.480 -0.205
O -1.52966 -0.05092 1.92707 0.387 -0.161 0.234
H 1.09198 -1.06935 1.03227 -0.380 0.739 -0.131
H 1.12073 -2.34777 0.10319 0.574 -0.041 0.202
H -0.22678 -1.44411 -1.39120 0.471 0.032 0.342
H 1.42707 -0.97062 -1.87060 -0.375 0.000 -0.225
H -0.03028 0.98496 -2.06118 0.209 -0.690 -0.100
H 1.12388 1.22925 -0.83588 0.034 -0.065 0.398
H -1.79798 0.37120 -0.40290 -0.217 0.530 -0.483
H -1.10082 2.07577 -0.22856 -0.297 -0.088 -0.069
H -1.15134 0.01572 2.82528 -0.525 -0.417 0.106

***

72
Properties=species:S:1:pos:R:3:forces:R:3 method="wB97M-V/def2-TZVPD" lumo_energy_ev="4.07 / 4.07" e_above_lowest_ev=3.057 energy_ha=-6583.74674 orbital_gap_ev="5.7 / 5.7" homo_ev="-1.6257 / -1.6278" total_charge=-2
Pd 1.17672 -0.69079 0.47321 0.635 -1.696 0.356
C -1.52431 -2.79053 -0.62214 0.026 -0.074 -0.113
C -2.31232 -1.83321 0.25990 0.002 0.087 0.043
As -1.27336 -0.95565 1.72247 0.054 0.230 -0.215
C -1.52078 0.91441 1.16596 0.080 0.010 -0.083
C -2.72863 1.41388 0.67839 0.039 -0.009 -0.036
C -2.83254 2.73265 0.26602 -0.010 -0.012 0.000
C -1.72783 3.57458 0.33843 0.027 0.012 -0.003
C -0.52460 3.09004 0.82420 -0.058 -0.009 -0.003
C -0.42220 1.76627 1.24345 0.079 0.069 -0.055
C -2.77241 -0.93838 3.01408 -0.026 -0.102 0.136
C -3.39484 -2.13475 3.37055 -0.027 0.047 0.034
C -4.37162 -2.17078 4.35625 0.015 -0.009 -0.017
C -4.73319 -1.00642 5.01920 -0.019 0.011 0.023
C -4.10262 0.18622 4.69367 0.009 -0.006 -0.010
C -3.12850 0.21838 3.70422 -0.054 -0.018 0.052
As 0.04918 -1.97632 -1.50857 -0.038 0.507 0.361
C -0.81053 -0.40882 -2.30830 -0.075 -0.015 -0.037
C -2.08305 -0.43189 -2.87585 0.009 0.038 0.002
C -2.65190 0.72956 -3.37842 -0.020 -0.050 0.005
C -1.94552 1.92488 -3.32135 0.030 0.038 0.011
C -0.67100 1.95105 -2.77517 -0.034 -0.001 -0.014
C -0.09764 0.78797 -2.27038 -0.063 0.034 -0.032
C -0.00399 -3.10050 -3.11844 0.154 -0.129 0.030
C -0.07927 -4.48722 -2.99664 -0.012 -0.001 -0.030
C -0.04538 -5.30242 -4.12013 -0.007 0.005 0.012
C 0.07889 -4.74207 -5.38371 0.002 -0.007 -0.018
C 0.17538 -3.36323 -5.51352 -0.009 0.005 0.020
C 0.13769 -2.54896 -4.38970 0.001 -0.027 -0.018
H -2.17817 -3.21500 -1.38977 -0.005 -0.021 0.023
H -1.11503 -3.61496 -0.03205 0.016 0.026 0.027
H -3.13995 -2.36058 0.73744 0.011 -0.036 0.005
H -2.74784 -1.03461 -0.34141 -0.006 -0.012 -0.019
H -3.59907 0.76888 0.62206 0.001 0.001 -0.002
H -3.77430 3.10301 -0.12291 0.000 0.001 0.002
H -1.80670 4.60324 0.00611 -0.003 -0.002 -0.006
H 0.34875 3.72849 0.87299 -0.001 0.006 0.011
H 0.53865 1.41128 1.61161 -0.087 0.042 0.124
H -3.10874 -3.05944 2.88110 0.011 -0.012 -0.023
H -4.84407 -3.11192 4.61287 -0.004 -0.004 0.000
H -5.49308 -1.03031 5.79117 0.000 -0.001 0.000
H -4.36634 1.09954 5.21388 -0.004 0.002 0.004
H -2.64502 1.15764 3.46526 0.002 -0.008 0.008
H -2.63492 -1.36524 -2.92761 -0.005 -0.003 0.005
H -3.64673 0.70478 -3.80937 0.002 -0.002 0.001
H -2.39332 2.83643 -3.70087 0.004 -0.001 -0.003
H -0.11491 2.87947 -2.73055 0.002 -0.003 -0.008
H 0.91254 0.80403 -1.86170 -0.024 -0.016 -0.022
H -0.15803 -4.93957 -2.01467 0.000 0.007 0.011
H -0.10776 -6.37851 -4.00647 0.000 0.000 0.002
H 0.10984 -5.37653 -6.26158 0.001 0.000 0.002
H 0.28474 -2.91639 -6.49467 0.000 0.000 0.000
H 0.21619 -1.47451 -4.50342 0.011 -0.001 0.005
O 4.34907 1.31517 -1.98876 -0.102 0.160 0.058
C 3.71863 0.98247 -0.97165 0.128 -0.440 -0.278
O 2.71447 0.21015 -0.97211 -0.060 0.357 -0.083
C 4.25620 1.51438 0.36206 0.338 0.337 -0.037
C 5.44389 2.18701 0.27379 -0.075 -0.095 -0.086
C 6.06802 2.76619 1.39068 -0.034 -0.027 0.126
C 5.46487 2.70654 2.63123 0.075 0.055 0.035
C 4.25780 2.05916 2.76524 0.194 0.006 -0.024
C 3.59443 1.37626 1.65352 -0.331 -0.210 0.210
O 2.54609 0.73721 1.83989 -0.118 0.041 -0.020
N 3.67090 2.11540 4.09459 -0.160 0.480 -0.104
O 2.51824 1.77291 4.26879 0.010 -0.126 -0.008
O 4.35102 2.60352 5.00329 0.078 -0.219 0.070
N 7.31624 3.45420 1.25377 -0.040 0.108 0.002
O 7.82766 3.96604 2.25026 0.018 -0.032 0.005
O 7.83443 3.52617 0.14472 0.018 -0.039 -0.007
H 5.89270 2.26425 -0.70585 -0.002 0.008 0.008
H 5.91940 3.17406 3.48965 0.010 -0.008 -0.026
O 1.85935 -2.35827 1.05176 -0.580 0.749 -0.390

***

11
Properties=species:S:1:pos:R:3:forces:R:3 method="wB97M-V/def2-TZVPD" lumo_energy_ev=-1.37 e_above_lowest_ev=1.281 energy_ha=-525.89963 orbital_gap_ev=9.4 smiles="O=C(O)c1no[nH]c1=O" homo_ev=-10.8233 total_charge=0
O 0.93460 2.19418 1.35918 0.201 0.003 -0.502
C 0.88674 1.42385 0.43737 0.977 1.441 1.296
O 1.82596 1.38722 -0.53223 -0.982 0.370 0.856
C -0.18460 0.42453 0.42001 -2.355 -0.895 0.125
N -1.21313 0.29879 1.23227 0.926 -1.444 -1.788
O -1.89877 -0.89099 0.83060 0.154 0.668 0.617
N -1.28024 -1.43583 -0.31701 -0.013 2.173 0.840
C -0.19304 -0.65130 -0.53485 1.551 -2.709 -1.399
O 0.69430 -1.02404 -1.30020 -0.076 1.135 -0.168
H 1.58614 0.71210 -1.17536 0.082 -0.766 -0.466
H -1.15798 -2.43852 -0.41978 -0.464 0.025 0.589

***

14
Properties=species:S:1:pos:R:3:forces:R:3 method="wB97M-V/def2-TZVPD" lumo_energy_ev="-5.17 / -5.25" e_above_lowest_ev=3.499 energy_ha=-1317.44992 orbital_gap_ev="7.2 / 5.8" homo_ev="-12.3970 / -11.0424" total_charge=+1
C -0.14552 -0.29614 0.00847 -0.901 0.686 -1.061
C 1.29845 1.11838 -1.42349 -0.336 -0.531 0.570
N 0.26920 1.10808 -0.31071 0.339 0.996 -1.515
Si 5.66094 0.05041 0.88118 0.160 -0.438 -0.418
I 5.73701 1.26723 -1.26950 -0.037 -0.248 0.305
I 5.89100 -2.41237 0.61821 -0.097 0.707 0.026
I 3.51690 0.57788 1.98210 -0.207 0.005 0.022
H -1.11905 -0.35369 -0.52844 0.554 -0.816 0.934
H 0.59864 -0.85146 -0.52130 0.115 -1.186 0.450
H -0.17484 -0.41227 1.08552 -0.135 -0.381 -0.135
H 1.26470 0.17565 -1.97040 0.213 0.453 0.107
H 1.69162 2.02415 -1.87823 -0.307 0.026 0.605
H 0.51734 1.58864 0.57661 0.077 0.234 -1.033
H -0.55662 1.51678 -0.79640 0.564 0.491 1.142

***

9
Properties=species:S:1:pos:R:3:forces:R:3 method="wB97M-V/def2-TZVPD" lumo_energy_ev="7.37 / 7.38" e_above_lowest_ev=3.531 energy_ha=-516.84746 orbital_gap_ev="7.7 / 8.0" homo_ev="-0.3465 / -0.6290" total_charge=-2
C -0.18008 0.27883 0.71381 1.499 -0.691 -0.992
N -0.52447 1.47577 0.22589 -0.136 -1.358 1.680
N -1.05680 2.03256 1.34094 -0.925 0.311 0.447
N -0.34302 0.09762 2.04666 -0.732 -0.519 -2.109
N -1.02268 1.19767 2.37593 0.837 1.375 -0.319
N 0.57731 -1.46098 -0.56615 -1.570 0.641 5.830
N 0.77661 -1.43826 -1.74486 1.266 1.022 -3.810
O 0.97285 -2.59255 -2.26368 0.071 -0.834 -0.754
O 0.89652 -0.40296 -2.47821 -0.309 0.052 0.027